12
Properties=species:S:1:pos:R:3 method="wB97M-V/def2-TZVPD" total_charge=0 orbital_gap_ev=8.51 smiles="ClC1=CSCC(Cl)=C1" spin_multiplicity=1 lumo_energy_ev=0.2 relative_energy_ev=0.000 total_energy_ev=-41129.297 homo_ev=-8.36
Cl -1.366 1.176 -2.346
C -0.480 0.240 -1.158
C -0.136 -1.026 -1.429
S 0.750 -2.004 -0.280
C 0.211 -1.210 1.258
C 0.275 0.284 1.151
Cl 0.770 1.131 2.583
C -0.109 0.950 0.049
H -0.373 -1.508 -2.380
H -0.801 -1.536 1.530
H 0.882 -1.564 2.025
H -0.129 2.023 0.045